1.
Here is a cluster of 2 separate species, C31H23N4O5P in total at a distorted geometry from the OMol25 dataset. Energies are from wB97M-V/def2-TZVPD.

Computed properties:
- LUMO level (eV) = -2.2
- energy (eV) = -57996.635
- orbital gap (eV) = 5.19
- SMILES string = O=C(C=P(c1ccccc1)(c1ccccc1)c1ccccc1)c1ccccc1.O=[N+]([O-])c1cnc2no[n+]([O-])c2c1

Positions of all 64 atoms, in Å:
O: -2.454 -0.249 -2.113
C: -1.289 -0.329 -1.692
C: -0.806 0.412 -0.523
P: -0.568 -0.440 0.983
C: 1.031 -0.072 1.735
C: 1.889 0.888 1.177
C: 3.183 1.054 1.692
C: 3.619 0.266 2.760
C: 2.740 -0.640 3.365
C: 1.435 -0.788 2.876
C: -0.634 -2.232 0.683
C: -1.805 -2.743 0.088
C: -1.991 -4.119 -0.050
C: -0.983 -4.995 0.360
C: 0.234 -4.491 0.826
C: 0.421 -3.113 0.965
C: -1.728 -0.218 2.385
C: -2.824 -1.083 2.565
C: -3.473 -1.162 3.796
C: -3.111 -0.295 4.830
C: -2.167 0.712 4.595
C: -1.490 0.765 3.373
C: -0.360 -1.321 -2.361
C: 1.000 -1.440 -2.040
C: 1.656 -2.648 -2.307
C: 1.023 -3.625 -3.085
C: -0.269 -3.412 -3.584
C: -0.948 -2.248 -3.236
H: -1.133 1.431 -0.408
H: 1.541 1.496 0.339
H: 3.848 1.801 1.243
H: 4.651 0.363 3.117
H: 3.069 -1.243 4.209
H: 0.742 -1.480 3.360
H: -2.580 -2.063 -0.292
H: -2.921 -4.487 -0.498
H: -1.152 -6.070 0.279
H: 1.051 -5.174 1.063
H: 1.399 -2.731 1.261
H: -3.157 -1.714 1.740
H: -4.265 -1.901 3.936
H: -3.583 -0.394 5.809
H: -1.959 1.453 5.371
H: -0.766 1.564 3.176
H: 1.495 -0.621 -1.514
H: 2.648 -2.833 -1.886
H: 1.535 -4.569 -3.284
H: -0.772 -4.140 -4.221
H: -1.972 -2.081 -3.571
O: -1.288 3.376 -0.676
N: -1.400 3.592 -1.910
O: -2.494 3.646 -2.496
C: -0.209 3.848 -2.650
C: -0.368 4.614 -3.869
N: 0.473 5.564 -4.237
C: 1.552 5.718 -3.467
N: 2.348 6.832 -3.480
O: 3.155 6.709 -2.361
N: 2.878 5.481 -1.655
O: 3.480 5.216 -0.631
C: 1.873 4.839 -2.364
C: 0.997 3.845 -1.935
H: -1.252 4.449 -4.493
H: 1.205 3.232 -1.067

Results of the Löwdin charge analysis, in e, for atoms 1 through 2: atom 1 (O): 0.0088, atom 2 (C): -0.4695



2.
Here is a structure of composition C31H23N4OS5Y at a distorted geometry from the OMol25 dataset. Energies are from wB97M-V/def2-TZVPD.

Computed properties:
- LUMO level (spin up / spin down) (eV) = 3.8 / 3.8
- energy (eV) = -95746.172
- relative energy (zero: lowest compared OMol25 entry of this formula, charge and spin) (kcal per mole) = 17.48
- total charge = -2
- orbital gap (spin up / spin down) (eV) = 4.13 / 3.60

Positions of all 65 atoms, in Å:
Y: 0.791 1.415 0.673
S: 2.902 6.262 6.193
C: 2.306 5.253 5.030
S: 1.777 5.946 3.542
C: 1.250 4.427 2.810
C: 1.369 3.273 3.563
S: 0.872 1.648 3.250
S: 2.090 3.484 5.156
S: 1.223 4.422 0.952
C: 5.133 2.554 -0.750
C: 5.709 1.301 -0.460
C: 4.920 0.167 -0.323
C: 3.536 0.356 -0.298
C: 2.949 1.645 -0.360
C: 3.750 2.724 -0.718
C: 2.724 -0.862 -0.164
C: 3.093 -2.026 -0.856
C: 2.374 -3.185 -0.715
C: 1.318 -3.198 0.259
C: 0.611 -4.407 0.510
C: -0.328 -4.475 1.556
C: -0.675 -3.259 2.205
C: -0.041 -2.064 1.922
C: 0.994 -1.993 0.964
N: 1.619 -0.783 0.613
H: 5.762 3.354 -1.091
H: 6.797 1.241 -0.507
H: 5.355 -0.820 -0.239
H: 3.365 3.686 -1.023
H: 3.957 -1.984 -1.538
H: 2.639 -4.053 -1.273
H: 0.823 -5.279 -0.120
H: -0.714 -5.430 1.913
H: -1.472 -3.321 2.980
H: -0.349 -1.152 2.418
C: -0.370 3.869 -2.079
O: -0.554 3.309 -0.730
C: -0.384 3.991 0.430
C: -1.572 4.159 1.272
H: -1.302 3.944 -2.618
H: 0.243 3.138 -2.586
H: 0.090 4.902 -2.060
H: -1.896 5.195 1.348
H: -1.272 3.901 2.295
H: -2.432 3.566 0.983
N: -4.973 -6.516 -4.269
C: -4.758 -5.512 -3.707
C: -4.447 -4.292 -3.030
C: -3.245 -3.702 -3.461
C: -2.699 -2.639 -2.739
C: -3.451 -2.048 -1.673
C: -4.734 -2.539 -1.418
C: -5.237 -3.682 -2.086
N: -2.841 -1.029 -0.846
C: -3.400 -0.395 0.240
C: -2.527 0.475 0.780
N: -1.328 0.342 0.070
C: -1.571 -0.539 -0.927
H: -2.759 -4.124 -4.324
H: -1.676 -2.282 -2.850
H: -5.335 -2.066 -0.649
H: -6.208 -4.096 -1.874
H: -4.448 -0.531 0.453
H: -2.520 1.200 1.581
H: -0.827 -0.865 -1.601

Results of the Löwdin charge analysis, in e, for atoms 1 through 2: atom 1 (Y): 1.2220, atom 2 (S): 0.4290



3.
Here is a structure of composition C31H24Cl5N7O4PtS at a distorted geometry from the OMol25 dataset. Energies are from wB97M-V/def2-TZVPD.

Computed properties:
- LUMO level (eV) = -0.8
- energy (eV) = -127849.036
- relative energy (zero: lowest compared OMol25 entry of this formula, charge and spin) (kcal per mole) = 37.25
- orbital gap (eV) = 6.76

Positions of all 73 atoms, in Å:
Pt: -0.811 1.933 0.555
Cl: -5.262 7.512 -0.711
C: -4.498 5.996 -0.422
C: -3.114 5.888 -0.434
Cl: -2.151 7.283 -0.741
C: -2.500 4.663 -0.199
Cl: -0.760 4.578 -0.226
C: -3.237 3.487 0.048
O: -2.747 2.296 0.231
C: -4.643 3.636 0.065
Cl: -5.575 2.226 0.401
C: -5.259 4.853 -0.167
Cl: -6.976 4.965 -0.142
C: -4.371 -2.864 2.472
O: -3.439 -2.916 1.396
C: -3.710 -2.163 0.299
C: -4.869 -1.431 0.099
C: -5.040 -0.726 -1.086
C: -4.074 -0.758 -2.077
C: -2.919 -1.498 -1.884
C: -2.732 -2.183 -0.700
N: -1.604 -3.014 -0.474
C: -0.379 -2.941 -0.970
C: 0.297 -1.887 -1.587
C: 1.506 -2.220 -2.281
C: 2.261 -1.277 -2.892
C: 1.857 0.087 -2.818
C: 0.758 0.464 -2.123
C: -0.064 -0.490 -1.422
O: -0.996 -0.118 -0.667
H: -5.310 -3.348 2.193
H: -4.559 -1.836 2.773
H: -3.911 -3.398 3.298
H: -5.634 -1.395 0.861
H: -5.938 -0.140 -1.224
H: -4.213 -0.206 -2.996
H: -2.154 -1.537 -2.650
H: -1.810 -3.820 0.101
H: 0.177 -3.870 -0.861
H: 1.799 -3.263 -2.325
H: 3.159 -1.547 -3.426
H: 2.456 0.840 -3.317
H: 0.462 1.505 -2.048
O: -2.208 0.833 4.500
S: -1.927 0.908 3.070
N: -1.041 2.025 2.612
C: 0.986 -0.781 1.903
C: 1.675 0.477 1.528
N: 1.147 1.542 0.952
C: 2.147 2.483 0.819
C: 3.296 1.978 1.322
N: 2.989 0.713 1.779
C: 3.924 -0.224 2.367
N: 4.314 -1.314 1.511
N: 3.939 -2.578 1.828
N: 4.399 -3.392 0.962
C: 5.113 -2.674 0.024
C: 5.838 -3.106 -1.090
C: 6.467 -2.141 -1.839
C: 6.372 -0.773 -1.506
C: 5.666 -0.334 -0.409
C: 5.045 -1.324 0.358
H: -0.051 -0.723 1.583
H: 1.018 -0.927 2.985
H: 1.464 -1.638 1.430
H: 1.958 3.450 0.389
H: 4.277 2.405 1.431
H: 3.485 -0.678 3.253
H: 4.809 0.341 2.659
H: 5.903 -4.157 -1.335
H: 7.045 -2.428 -2.708
H: 6.879 -0.048 -2.130
H: 5.604 0.717 -0.163

Results of the Löwdin charge analysis, in e, for atoms 1 through 2: atom 1 (Pt): 0.9435, atom 2 (Cl): 0.6643



What is the energy in the second record? -95746.172 eV



Copy entry 2 word for word.
Here is a structure of composition C31H23N4OS5Y at a distorted geometry from the OMol25 dataset. Energies are from wB97M-V/def2-TZVPD.

Computed properties:
- LUMO level (spin up / spin down) (eV) = 3.8 / 3.8
- energy (eV) = -95746.172
- relative energy (zero: lowest compared OMol25 entry of this formula, charge and spin) (kcal per mole) = 17.48
- total charge = -2
- orbital gap (spin up / spin down) (eV) = 4.13 / 3.60

Positions of all 65 atoms, in Å:
Y: 0.791 1.415 0.673
S: 2.902 6.262 6.193
C: 2.306 5.253 5.030
S: 1.777 5.946 3.542
C: 1.250 4.427 2.810
C: 1.369 3.273 3.563
S: 0.872 1.648 3.250
S: 2.090 3.484 5.156
S: 1.223 4.422 0.952
C: 5.133 2.554 -0.750
C: 5.709 1.301 -0.460
C: 4.920 0.167 -0.323
C: 3.536 0.356 -0.298
C: 2.949 1.645 -0.360
C: 3.750 2.724 -0.718
C: 2.724 -0.862 -0.164
C: 3.093 -2.026 -0.856
C: 2.374 -3.185 -0.715
C: 1.318 -3.198 0.259
C: 0.611 -4.407 0.510
C: -0.328 -4.475 1.556
C: -0.675 -3.259 2.205
C: -0.041 -2.064 1.922
C: 0.994 -1.993 0.964
N: 1.619 -0.783 0.613
H: 5.762 3.354 -1.091
H: 6.797 1.241 -0.507
H: 5.355 -0.820 -0.239
H: 3.365 3.686 -1.023
H: 3.957 -1.984 -1.538
H: 2.639 -4.053 -1.273
H: 0.823 -5.279 -0.120
H: -0.714 -5.430 1.913
H: -1.472 -3.321 2.980
H: -0.349 -1.152 2.418
C: -0.370 3.869 -2.079
O: -0.554 3.309 -0.730
C: -0.384 3.991 0.430
C: -1.572 4.159 1.272
H: -1.302 3.944 -2.618
H: 0.243 3.138 -2.586
H: 0.090 4.902 -2.060
H: -1.896 5.195 1.348
H: -1.272 3.901 2.295
H: -2.432 3.566 0.983
N: -4.973 -6.516 -4.269
C: -4.758 -5.512 -3.707
C: -4.447 -4.292 -3.030
C: -3.245 -3.702 -3.461
C: -2.699 -2.639 -2.739
C: -3.451 -2.048 -1.673
C: -4.734 -2.539 -1.418
C: -5.237 -3.682 -2.086
N: -2.841 -1.029 -0.846
C: -3.400 -0.395 0.240
C: -2.527 0.475 0.780
N: -1.328 0.342 0.070
C: -1.571 -0.539 -0.927
H: -2.759 -4.124 -4.324
H: -1.676 -2.282 -2.850
H: -5.335 -2.066 -0.649
H: -6.208 -4.096 -1.874
H: -4.448 -0.531 0.453
H: -2.520 1.200 1.581
H: -0.827 -0.865 -1.601

Results of the Löwdin charge analysis, in e, for atoms 1 through 2: atom 1 (Y): 1.2220, atom 2 (S): 0.4290



Please write out number 1 again, unchanged.
Here is a cluster of 2 separate species, C31H23N4O5P in total at a distorted geometry from the OMol25 dataset. Energies are from wB97M-V/def2-TZVPD.

Computed properties:
- LUMO level (eV) = -2.2
- energy (eV) = -57996.635
- orbital gap (eV) = 5.19
- SMILES string = O=C(C=P(c1ccccc1)(c1ccccc1)c1ccccc1)c1ccccc1.O=[N+]([O-])c1cnc2no[n+]([O-])c2c1

Positions of all 64 atoms, in Å:
O: -2.454 -0.249 -2.113
C: -1.289 -0.329 -1.692
C: -0.806 0.412 -0.523
P: -0.568 -0.440 0.983
C: 1.031 -0.072 1.735
C: 1.889 0.888 1.177
C: 3.183 1.054 1.692
C: 3.619 0.266 2.760
C: 2.740 -0.640 3.365
C: 1.435 -0.788 2.876
C: -0.634 -2.232 0.683
C: -1.805 -2.743 0.088
C: -1.991 -4.119 -0.050
C: -0.983 -4.995 0.360
C: 0.234 -4.491 0.826
C: 0.421 -3.113 0.965
C: -1.728 -0.218 2.385
C: -2.824 -1.083 2.565
C: -3.473 -1.162 3.796
C: -3.111 -0.295 4.830
C: -2.167 0.712 4.595
C: -1.490 0.765 3.373
C: -0.360 -1.321 -2.361
C: 1.000 -1.440 -2.040
C: 1.656 -2.648 -2.307
C: 1.023 -3.625 -3.085
C: -0.269 -3.412 -3.584
C: -0.948 -2.248 -3.236
H: -1.133 1.431 -0.408
H: 1.541 1.496 0.339
H: 3.848 1.801 1.243
H: 4.651 0.363 3.117
H: 3.069 -1.243 4.209
H: 0.742 -1.480 3.360
H: -2.580 -2.063 -0.292
H: -2.921 -4.487 -0.498
H: -1.152 -6.070 0.279
H: 1.051 -5.174 1.063
H: 1.399 -2.731 1.261
H: -3.157 -1.714 1.740
H: -4.265 -1.901 3.936
H: -3.583 -0.394 5.809
H: -1.959 1.453 5.371
H: -0.766 1.564 3.176
H: 1.495 -0.621 -1.514
H: 2.648 -2.833 -1.886
H: 1.535 -4.569 -3.284
H: -0.772 -4.140 -4.221
H: -1.972 -2.081 -3.571
O: -1.288 3.376 -0.676
N: -1.400 3.592 -1.910
O: -2.494 3.646 -2.496
C: -0.209 3.848 -2.650
C: -0.368 4.614 -3.869
N: 0.473 5.564 -4.237
C: 1.552 5.718 -3.467
N: 2.348 6.832 -3.480
O: 3.155 6.709 -2.361
N: 2.878 5.481 -1.655
O: 3.480 5.216 -0.631
C: 1.873 4.839 -2.364
C: 0.997 3.845 -1.935
H: -1.252 4.449 -4.493
H: 1.205 3.232 -1.067

Results of the Löwdin charge analysis, in e, for atoms 1 through 2: atom 1 (O): 0.0088, atom 2 (C): -0.4695



energy of number 1 (C31H23N4O5P)? -57996.635 eV